C4H8NO2S | ωB97M-V with the def2-TZVPD basis set

E_HOMO	-3.8	eV
lowest unoccupied orbital energy	3.73	eV
E_tot	-20696.9652	eV
total charge	-1

Geometry as XYZ:
```
16
Properties=species:S:1:pos:R:3:forces:R:3
C 2.128010 0.330903 0.527212 -0.85 1.51 0.19
C -1.739416 -0.213428 0.860336 0.66 0.97 1.33
C -0.592966 0.426144 -1.198960 -0.84 -2.82 -1.54
C -0.525440 0.481501 0.291018 2.39 -2.05 -0.26
N 0.997313 -0.471037 0.763667 -3.44 1.65 0.18
O 2.148389 1.461601 1.017335 0.13 -0.27 0.10
O 1.022706 -1.630698 0.040234 -0.24 -0.48 -0.68
S 3.237361 -0.369659 -0.536127 2.02 0.18 -0.93
H -2.124998 -1.145258 0.521442 0.74 -1.07 -0.92
H -1.641658 -0.318463 1.941392 -0.27 0.34 0.09
H -2.513601 0.461355 0.568519 -1.06 0.75 0.42
H -0.543787 -0.738608 -1.490788 -0.58 2.37 0.60
H 0.304282 0.748743 -1.703446 0.12 0.92 -0.12
H -1.579473 0.879088 -1.607319 1.72 -0.63 0.52
H -0.408142 1.523405 0.619213 0.33 -0.68 0.51
H 1.831419 -1.425595 -0.613732 -0.84 -0.68 0.50
```
Positions in Å, forces in eV/Å.

---

C10H15N2 | ωB97M-V with the def2-TZVPD basis set

E_HOMO (alpha / beta)	-9.6 / -9.6	eV
lowest unoccupied orbital energy (alpha / beta)	-4.88 / -4.88	eV
E_tot	-13581.7815	eV
total charge	+1

Geometry as XYZ:
```
27
Properties=species:S:1:pos:R:3:forces:R:3
C -0.392920 0.937738 3.099034 1.01 1.79 1.32
C -1.120879 0.037968 2.445100 -2.18 -1.89 -1.25
C 1.022593 0.909528 2.921965 -0.97 0.13 -0.39
C -0.518767 -0.909681 1.599312 -1.19 0.39 0.64
C 1.609931 -0.034079 2.130476 0.38 -0.23 -0.02
C -1.798770 -1.296698 -2.882915 -2.03 1.96 -1.66
C 0.949381 0.330977 -2.545924 -0.02 2.74 0.81
C -0.740239 1.639851 -1.041450 -1.27 -0.24 3.92
C 1.498831 -1.739765 0.575473 -3.94 -0.24 0.44
C -0.342277 0.471332 -1.840781 -1.85 0.40 -2.86
N -1.304903 -0.258279 -2.324274 0.96 -2.41 0.01
N 0.834928 -0.979424 1.458224 0.85 0.84 -0.65
H -0.910546 1.688807 3.721003 0.74 -0.40 -0.33
H -2.259503 0.039971 2.524295 1.76 -0.13 -0.18
H 1.514731 1.763126 3.328999 0.97 -0.01 0.34
H -1.200608 -1.535721 1.039809 0.66 -0.43 -0.21
H 2.652482 -0.264393 1.815508 -0.63 1.19 1.04
H -1.896961 -2.363950 -2.593886 0.69 0.90 0.69
H -2.463872 -1.063462 -3.833700 1.56 -0.42 1.76
H 1.690844 0.378001 -1.829933 1.69 -0.41 2.18
H 1.307498 1.237936 -3.062516 -1.06 -0.09 -0.38
H 1.124371 -0.511303 -3.093406 -0.10 -2.22 -1.55
H -0.293684 2.625248 -1.254685 0.03 -0.75 -0.36
H -1.896330 1.717323 -0.973636 2.08 -0.07 -0.25
H -0.415212 1.386927 0.086452 -0.56 0.55 -2.17
H 0.865770 -2.450302 0.158393 -0.67 -1.37 -0.92
H 2.484113 -1.757678 0.373062 3.10 0.40 0.04
```
Positions in Å, forces in eV/Å.

---

C3H40NO17 | ωB97M-V with the def2-TZVPD basis set

E_HOMO	-7.0	eV
lowest unoccupied orbital energy	2.43	eV
E_tot	-40061.2197	eV
total charge	-1

Geometry as XYZ:
```
61
Properties=species:S:1:pos:R:3:forces:R:3
C -2.132528 -1.854743 -1.688323 -0.76 -0.47 2.58
O -3.085099 -0.835482 -1.884867 -0.47 -0.17 -1.81
C -0.975623 -1.417939 -0.741618 -0.25 1.13 -0.33
C -1.078196 0.065215 -0.310079 0.05 -0.37 -0.90
N -0.787564 -2.330873 0.394264 0.07 0.18 0.01
H -1.770209 -2.253881 -2.633449 -0.13 0.50 -0.18
H -2.654399 -2.680199 -1.178099 0.23 -0.19 -0.18
H -0.130539 -1.374210 -1.425547 0.60 -0.65 0.57
H -1.917015 0.434302 0.259678 -0.19 -0.52 0.10
H -0.205596 0.387122 0.254785 0.11 -0.13 -0.13
H -1.125522 0.576489 -1.262075 0.41 0.61 0.13
H -0.136061 -1.869913 1.024380 0.26 -0.10 -0.02
H -1.647438 -2.326187 0.938606 -0.14 -0.16 -0.17
H 1.399629 1.644012 1.551647 0.28 -0.42 -0.04
H 2.664157 1.526296 0.647409 0.01 -0.03 -0.04
O 1.968092 0.982562 1.032950 -0.08 0.18 0.40
H 1.582761 1.371516 5.050005 -0.48 -0.01 -0.51
H 0.621023 0.126088 4.756298 -0.13 0.77 -0.35
O 1.381060 0.454785 5.243829 0.40 -0.62 0.86
H 2.918170 -3.026073 2.718567 -0.97 -0.38 -0.17
H 2.378937 -4.078269 1.539368 -0.47 0.17 0.55
O 3.052369 -3.482596 1.873394 1.32 -0.14 -0.65
H 0.315533 -4.035663 0.003928 -0.32 -0.10 -0.13
H 0.874159 -4.101945 -1.374721 0.46 -0.23 0.24
O 0.704947 -4.682807 -0.608370 -0.08 0.18 0.02
H -3.240039 -0.122980 1.618525 0.01 0.08 0.11
H -2.465097 2.018511 2.546035 0.16 0.04 0.15
O -1.748021 1.475473 2.203270 -0.01 0.32 0.27
H 0.507712 3.514694 2.664748 0.00 -0.07 0.08
H -0.816188 2.073042 2.287227 -0.78 -0.34 -0.23
O 0.360773 2.708266 2.166908 0.33 -0.04 -0.12
H 3.791565 -2.731297 0.468319 -0.24 0.41 0.30
H 3.809605 -1.324436 -0.282400 -0.18 -0.08 0.32
O 4.135903 -2.229073 -0.292468 0.62 -0.09 -0.58
H -1.880035 0.924106 -2.830039 -0.41 -0.40 -0.51
H -3.456717 0.964366 -2.987915 0.31 -0.66 -0.05
O -2.668412 1.476614 -2.823288 -0.67 1.83 -0.14
H -2.953042 2.742245 -1.596508 0.44 -0.04 0.38
H -2.503664 2.985006 -0.101734 0.08 -0.22 -0.12
O -2.643109 3.413987 -0.953753 -0.26 0.31 0.03
H 1.862692 -1.796257 -1.880971 -0.18 -0.30 -0.55
H 2.959890 -2.719797 -1.623929 -0.26 -0.55 -0.20
O 2.102757 -2.721142 -2.107169 0.30 0.82 0.32
H 1.442733 0.607272 -2.265040 -0.18 0.04 0.17
H 1.580747 0.262572 -0.735617 0.11 0.39 -0.25
O 1.963843 0.114847 -1.620861 0.16 -0.34 0.14
H -0.003514 1.821849 -3.571837 0.26 0.08 -0.46
H -0.121856 0.747256 -4.787434 0.23 0.41 -0.02
O -0.340410 0.961530 -3.881021 0.21 -0.59 0.54
H 0.995789 4.656794 0.062361 0.03 -0.05 0.29
H 1.029775 3.182710 0.573303 -0.13 0.76 0.17
O 1.416013 3.806427 -0.097676 -0.04 -0.22 -0.07
H 0.295233 3.499508 -1.429283 0.70 -0.34 -0.69
H -0.853287 2.974432 -2.234653 -0.13 0.35 -0.12
O 0.077884 3.220354 -2.352104 -0.68 -0.17 0.35
H -3.460337 -0.408878 -1.112541 0.49 -0.69 0.71
H -4.011258 0.714356 0.659146 -0.17 0.09 0.12
O -4.067506 -0.135164 1.111934 0.05 0.04 -0.11
H 2.499562 -0.956405 2.998239 -0.29 0.12 0.26
H 2.060457 -1.291399 4.460568 0.28 0.35 -0.22
O 2.124494 -1.646996 3.565716 0.10 -0.30 -0.11
```
Positions in Å, forces in eV/Å.

---

C4H8N2O | ωB97M-V with the def2-TZVPD basis set

E_HOMO	-7.9	eV
lowest unoccupied orbital energy	0.70	eV
E_tot	-9298.4054	eV

Geometry as XYZ:
```
15
Properties=species:S:1:pos:R:3:forces:R:3
C 0.639729 0.073809 0.163619 -6.91 2.75 -0.48
C 1.905718 0.373726 0.214312 0.37 -0.85 -0.57
C -2.384983 -0.311210 0.030551 2.14 -0.11 1.36
C -1.529342 0.929167 -0.089454 3.52 0.00 -0.85
N 0.810831 -1.313493 0.109585 -0.11 -0.60 1.11
N 2.206397 -0.994503 -0.003945 2.85 -2.81 0.08
O 2.747003 1.378356 0.152771 1.40 -0.48 3.56
H -2.338820 -0.838832 -0.972856 -1.17 0.60 1.33
H -3.317333 -0.038306 0.648782 0.97 -0.96 -1.62
H -1.683473 -0.939573 0.709407 -1.72 0.53 -0.83
H -1.484154 1.725558 0.619307 -0.26 -0.29 1.45
H -1.431710 1.546842 -0.996785 -0.16 -1.17 -0.33
H 0.439215 -1.858842 -0.659540 0.26 0.44 -0.32
H 2.765272 -1.555759 0.703585 -0.83 1.17 -0.77
H 2.655655 1.823066 -0.629340 -0.35 1.77 -3.13
```
Positions in Å, forces in eV/Å.

---

C4H14N2O | ωB97M-V with the def2-TZVPD basis set

E_HOMO (alpha / beta)	-12.4 / -12.4	eV
2S+1	2
lowest unoccupied orbital energy (alpha / beta)	-3.57 / -5.19	eV
E_tot	-9393.2760	eV
total charge	+1
⟨S²⟩	0.75

Geometry as XYZ:
```
21
Properties=species:S:1:pos:R:3:forces:R:3
C 0.007183 -1.695294 0.402193 -0.79 1.00 -1.33
C 1.330153 -2.067477 -0.213299 0.09 0.27 0.40
N 2.037850 -3.042931 0.723357 0.25 -0.47 -0.09
H -0.386357 -0.788773 -0.296766 0.47 -2.03 1.86
H -0.729757 -2.498581 0.297038 0.09 0.08 0.19
H 0.077070 -1.354446 1.437488 0.09 -0.04 -0.08
H 1.252129 -2.557918 -1.184097 -0.08 0.03 0.15
H 1.969218 -1.188786 -0.311263 0.12 -0.21 0.00
H 2.321865 -2.591745 1.594669 -0.10 0.07 -0.04
H 2.867218 -3.499422 0.332160 -0.02 0.23 -0.12
H 1.390534 -3.795549 0.967199 -0.05 0.05 0.07
C -0.656312 1.644448 -0.988830 0.70 0.20 -0.42
O -0.373354 0.317569 -1.211396 -0.27 1.07 -1.14
C -1.223979 1.932820 0.410522 -0.55 -0.10 -0.45
N -1.423729 3.371350 0.467766 0.01 -0.06 0.51
H 0.218587 2.285729 -1.194245 -0.11 -0.17 0.24
H -1.411759 1.948864 -1.738196 -0.13 -0.24 0.23
H -2.169855 1.386261 0.510717 0.08 0.29 0.00
H -0.550477 1.502713 1.151084 0.22 0.16 0.21
H -2.203495 3.629358 1.057998 -0.08 -0.11 -0.07
H -0.616196 3.845218 0.852517 0.06 -0.02 -0.12
```
Positions in Å, forces in eV/Å.